C20H33F9N2O5SV | ωB97M-V/def2-TZVPD

Geometry as XYZ:
```
71
Properties=species:S:1:pos:R:3:mulliken_charge:R:1
C -0.13563 0.34718 -3.39352 1.726
H 0.26736 -1.91791 4.89043 0.351
H 3.19910 1.54949 0.10387 0.804
H 2.31049 4.95545 -1.44409 0.350
H -0.65799 -0.69880 3.98662 0.246
H 3.30760 3.62644 -0.87383 0.372
C -1.07498 -4.51862 0.01065 -1.621
C 2.31217 1.20902 -0.43526 -1.487
H 0.83345 -2.51736 -1.30047 0.530
H 2.55310 1.14227 -1.49518 0.347
H 2.82434 -1.45076 1.21832 0.517
H -4.64202 -0.63516 0.37171 0.250
H 3.04540 0.23914 1.70001 0.760
F -2.17156 -0.85267 -3.12479 -0.106
C -5.45598 1.18209 -0.54614 -0.751
C 1.31640 0.08796 -3.89628 0.023
C -0.66319 1.66733 -4.03531 0.049
O 1.92657 -0.08971 -0.00402 -0.453
H 0.43232 5.28044 -0.16364 0.462
H 3.48264 -0.96633 3.38859 0.410
O 0.13461 1.65825 0.35648 -0.799
C 1.13289 2.14430 -0.20421 0.779
C 0.27800 -0.90193 4.49363 -1.065
H 2.35807 3.45281 -2.37784 0.250
H -0.88760 -2.21674 -1.07382 -0.027
O -0.13819 0.49695 -2.05778 0.868
V -0.25390 -0.38127 -0.28377 1.024
C -4.43042 1.50146 -1.62797 -0.527
O -2.27483 -0.26077 -0.06817 -0.496
C 2.32937 -0.48125 1.30428 -1.563
N 1.38371 -0.74786 3.55316 0.225
H 0.41246 -0.20170 5.31786 0.386
C -3.23055 2.06134 -0.87901 0.270
H 2.09016 -3.46475 0.97602 0.218
C -1.05077 -0.83174 -3.85452 -0.242
C -4.71162 0.43569 0.56519 -0.627
H -3.43329 3.05415 -0.46659 0.575
H -0.35884 -3.10147 1.43306 -0.061
F 1.38322 -0.33410 -5.15390 -0.269
S -2.97513 0.97083 0.53274 0.362
H -6.28313 0.57842 -0.91696 0.379
C 1.13627 -0.62508 2.25096 0.968
C 1.31985 -4.17526 0.66410 -1.543
N 1.22425 3.40205 -0.59681 0.211
H 1.66239 -4.62737 -0.26954 0.377
F 1.92905 -0.80756 -3.11546 -0.206
H -4.80686 2.22047 -2.35463 0.548
F -1.39763 -0.75096 -5.14020 -0.293
H -2.05882 -4.05712 -0.09325 0.354
H -0.46429 4.36644 -1.39714 0.277
C 0.08489 -2.34423 -0.52016 -0.744
C 0.07820 4.29326 -0.45325 -1.004
F 2.03678 1.22848 -3.80566 -0.267
H -0.80572 -4.94311 -0.95945 0.346
F -0.43759 -2.00639 -3.66665 -0.279
H 2.74677 -1.70765 4.79865 0.364
H -5.11206 0.59090 1.56476 0.454
H -2.28663 2.08120 -1.42216 -0.707
H -0.57960 3.90319 0.31714 0.252
H -1.16129 -5.34067 0.72401 0.435
F -0.36846 1.78933 -5.32595 -0.277
H -5.88217 2.10688 -0.15189 0.307
F -1.99685 1.75358 -3.90025 -0.236
O -0.01871 -0.62936 1.80037 -0.808
H 2.92747 0.05382 4.73063 0.330
F -0.14398 2.72996 -3.39591 -0.195
C -0.03373 -3.49756 0.46306 1.416
H -4.13676 0.60219 -2.16999 0.076
H 1.26894 -4.96223 1.41782 0.430
C 2.37082 3.87358 -1.37148 -0.905
C 2.71156 -0.83876 4.14161 -1.121
```

Summary:
HOMO-LUMO gap (alpha / beta), eV: 8.87 / 9.07
Charge: +1
2S+1: 3
Energy relative to the best compared isomer or geometry (same formula, charge and spin), eV: 0.0000
Highest occupied orbital energy (alpha / beta), Ha: -0.4043 / -0.4118

C20H33N2NiO5P2 | ωB97M-V/def2-TZVPD

Geometry as XYZ:
```
63
Properties=species:S:1:pos:R:3:mulliken_charge:R:1
C -0.45820 1.29464 -2.41400 -1.457
C -1.31401 0.36862 -1.57675 -1.192
N -2.44639 -1.84526 2.31196 -0.605
C -2.29434 -1.63901 -0.03994 -1.206
P -0.57168 -1.19474 -0.77367 3.166
C -3.41617 0.20657 1.40636 -1.385
O 1.80098 1.78571 -1.97928 -0.562
C 0.86565 3.55681 0.19953 0.102
H -1.05935 0.92501 2.83807 0.552
H -2.96047 -3.63763 -3.84326 0.437
H -1.94474 0.88139 -0.86030 0.741
H -4.39180 0.12049 0.92400 0.326
H -0.60868 5.07900 0.51860 0.371
C 0.65023 2.08304 -1.76540 0.206
C 0.26086 4.58303 0.92830 -0.267
C -2.68835 -1.09857 1.31554 0.344
O -1.07446 -1.52384 -4.15084 -0.488
C 2.45492 3.28463 2.00234 -0.783
H 3.00683 -0.52929 -0.77594 0.221
H -2.05998 -0.00776 -2.28448 0.694
H -1.95588 -1.23308 -4.42459 0.377
H -0.09945 -0.91559 1.65255 0.905
N 0.25922 3.22137 -1.04276 -0.021
H -2.89326 1.03090 0.92968 0.183
H 1.16812 -0.68088 -2.90366 0.512
O 2.22961 -4.61789 0.27577 -0.508
H -2.78469 -1.42835 3.17834 0.342
C 1.84377 4.30250 2.72897 -0.524
H -3.07552 -1.27483 -0.71217 0.400
H 0.27008 5.75705 2.72028 0.389
H 2.97688 -2.12179 -1.74724 0.316
C 2.47143 -1.20664 -1.44164 -1.041
H 2.46010 2.10864 0.22067 0.537
H -2.95469 -3.85338 -2.10871 0.367
C 0.10810 -0.34320 0.74957 -2.538
Ni 5.05791 -1.29167 1.52054 -0.023
C 0.20134 -2.89605 -0.30582 -1.566
C -2.83407 -3.11142 -2.89488 -1.127
H -0.58373 -3.63099 -0.12733 0.616
H -0.05508 0.83588 -3.31213 0.412
H -3.59954 -2.33986 -2.81929 0.418
H 3.01717 -1.84358 1.76313 0.163
P -1.13397 -2.50008 -2.85724 0.503
C 1.20925 -0.92923 -1.83889 -0.661
O -0.38403 0.97332 0.87640 -0.319
C -0.31378 1.42801 2.22329 -0.866
H 3.30353 2.74879 2.40287 0.425
O 1.04949 -2.78815 0.81655 -0.230
H -1.14634 2.05071 -2.81173 0.667
H 1.20177 -0.28529 0.71684 1.034
H -3.60215 0.47623 2.44279 0.448
H 3.62338 -3.36918 2.39199 0.558
H 4.17185 -2.78398 0.76877 0.223
C 1.97378 2.91138 0.74988 -0.122
H 0.07287 4.02623 -1.62431 0.342
H 2.22359 4.56171 3.70525 0.408
H -0.47588 2.50203 2.20116 0.112
H 0.68984 1.27258 2.62301 0.332
C 0.75022 4.95947 2.17294 -0.622
C 2.17790 -3.55138 0.80039 0.584
H 0.75833 -3.28791 -1.15540 0.793
C 3.31906 -2.86369 1.47903 -0.931
H -2.44737 -2.71155 0.03624 0.519
```

Summary:
HOMO-LUMO gap (alpha / beta), eV: 5.08 / 4.28
Charge: +1
2S+1: 3
Energy relative to the best compared isomer or geometry (same formula, charge and spin), eV: 0.0000
Highest occupied orbital energy (alpha / beta), Ha: -0.3532 / -0.3528

C20H33N5O2 | ωB97M-V/def2-TZVPD

Geometry as XYZ:
```
60
Properties=species:S:1:pos:R:3:mulliken_charge:R:1
H 5.41721 3.21521 -0.15121 0.397
H -0.61586 2.48752 1.01599 0.288
H 0.34097 -1.62018 -1.41346 0.335
C -1.47809 2.48112 -1.74668 -0.863
C -3.12237 -3.75964 -0.75265 -1.664
H -2.19020 -1.87227 -0.32329 -0.341
O 6.30236 1.12898 -0.25597 -0.675
H 0.89064 -2.11004 1.53725 0.470
H -3.57935 0.55839 -0.30397 0.446
C 2.86749 1.15701 0.30734 0.967
H -0.24638 0.72909 -1.47220 0.405
H -4.49324 1.20794 1.86465 0.513
H -0.69071 -3.82099 0.40287 0.336
N 1.23928 -0.28393 0.63107 0.189
C -0.63580 -3.34676 -0.57930 -1.124
H -0.55113 -1.20478 0.98419 -0.667
C 0.46869 -1.49590 0.73591 -0.209
H 1.44805 -2.78357 -0.67116 0.505
H -3.18637 -4.07094 0.28787 0.341
C 4.35185 3.06032 0.00628 -1.093
H -0.77925 3.12626 -1.21110 0.302
C -3.25891 2.65816 -0.00091 -0.931
N 4.11990 1.63528 0.08266 -0.018
C 0.78607 0.98762 0.68319 0.134
C -3.44674 0.90146 1.79876 -0.908
H 6.74877 -1.26416 0.67705 0.329
H -2.31257 -0.90440 2.18949 0.010
H -1.97384 -2.42264 -1.98155 0.267
H 5.65051 -2.50656 0.00671 0.371
H -1.25773 2.56143 -2.81230 0.418
C 2.59433 -0.20104 0.38518 -0.108
C -3.34579 -0.56900 2.18530 -0.937
C 5.16754 0.75166 -0.05620 0.694
H 4.03076 3.53375 0.93378 0.322
H -3.04727 3.97021 -1.70627 0.415
N 4.86832 -0.59941 0.04550 -0.021
H -0.38857 -4.12487 -1.30374 0.404
C -1.28070 1.03129 -1.29613 -0.999
N 1.74467 1.88054 0.49214 -0.795
H -2.94965 -4.64373 -1.36255 0.431
C -2.98176 1.19069 0.36784 -0.209
H -0.83540 1.04296 2.02394 0.477
C -0.61147 1.38822 1.00940 -0.755
C -2.91387 2.91332 -1.46599 -0.742
H -2.88934 1.51493 2.50883 0.353
O 3.49479 -2.39887 0.36071 -0.700
C 0.47702 -2.29871 -0.56884 -0.380
C 6.01206 -1.48605 -0.09448 -1.189
H -2.66862 3.31613 0.64012 0.286
H 6.47518 -1.33933 -1.06978 0.336
H -3.75793 -0.72429 3.17991 0.459
H -4.07810 -3.32721 -1.04054 0.408
C 3.62061 -1.19092 0.27310 0.526
H 3.78124 3.48218 -0.82095 0.312
H -1.93196 0.37651 -1.88379 0.509
N -1.59481 0.79955 0.10694 0.717
H -3.90276 -1.18488 1.48326 0.256
C -1.99600 -2.75067 -0.93964 0.688
H -4.31233 2.88094 0.17720 0.407
H -3.59344 2.33709 -2.09975 0.302
```

Summary:
HOMO-LUMO gap, eV: 9.00
SMILES: CCCCCn1c(CN2CCCC[C@@H]2CC)nc2c1c(=O)n(C)c(=O)n2C
Energy relative to the best compared isomer or geometry (same formula, charge and spin), eV: 0.0811
Highest occupied orbital energy, Ha: -0.3032

C20H33NO3 | ωB97M-V/def2-TZVPD

Geometry as XYZ:
```
57
Properties=species:S:1:pos:R:3:mulliken_charge:R:1
C -0.18470 -3.61150 1.56932 -1.275
H 3.15862 -1.07728 -0.10689 0.462
H -0.88053 0.46957 2.09442 0.398
C -2.73724 -1.14238 -0.84826 -0.970
H 2.03931 1.17216 1.66130 0.420
H 3.27701 1.31849 0.37737 0.406
H 2.55576 3.22772 -2.40279 0.279
O 1.29459 1.09724 -0.17863 0.034
C -1.11679 -2.13819 3.44675 -0.864
H 1.69635 -3.82549 2.62657 0.290
H 2.90413 3.30901 -4.89606 0.442
C 0.87299 -1.43612 2.11913 -0.519
H -0.44745 -2.60613 4.16899 0.565
O 1.48893 -1.47146 0.93157 -0.145
C -2.48526 -2.80545 3.48955 -1.331
H -1.22113 -1.09374 3.74349 0.381
O 1.32154 -0.87596 3.08469 -0.628
H 0.24846 -3.55201 0.56908 0.447
H -1.12501 -4.15956 1.50379 0.609
C -1.30318 -1.36931 1.07499 -0.257
H 1.41326 -0.36190 -1.63988 0.278
C 2.35532 0.79776 0.68507 -0.836
H 1.55517 4.41797 -3.25017 0.567
C -1.54509 3.90715 -1.73578 -1.331
H 0.48318 4.48489 -1.33100 0.646
H -2.12786 3.00147 -1.87641 0.149
H -1.92387 -2.99112 -0.19183 0.413
H 3.32565 -0.86015 1.66336 0.411
N 0.46790 2.81096 -2.58908 0.358
C -2.16368 0.79384 0.42833 -0.775
H -3.25592 -1.60041 -1.67826 0.412
C 0.41250 1.37802 -2.41391 -1.172
C -0.46094 -2.17723 2.05342 2.906
C -0.08261 3.55931 -1.46408 -0.272
H 1.02065 -5.33731 2.02083 0.442
H -2.22723 1.85751 0.60162 0.466
C -1.40524 0.00579 1.27219 0.072
H -1.62350 4.50688 -2.63879 0.391
H 0.47010 0.90612 -3.39868 0.532
C 0.77286 -4.38015 2.47532 -1.509
C 1.49383 0.72881 -1.52923 -0.342
C -2.83598 0.22051 -0.63777 -0.632
C 1.71242 3.34498 -3.10783 -0.444
C 2.08964 2.73864 -4.45570 -1.422
H -3.43414 0.83033 -1.29947 0.426
H 1.23537 2.77393 -5.12623 0.334
H -2.41027 -3.87806 3.33007 0.277
H -0.55853 1.13431 -1.97960 -0.079
C -1.97681 -1.93134 -0.00068 -0.453
H 0.32790 -4.57541 3.44738 0.360
H 2.49797 1.03732 -1.85436 0.500
C 2.67458 -0.70285 0.79691 -0.783
H 2.41295 1.70587 -4.35456 0.269
H -3.13862 -2.38542 2.72765 0.283
H -1.96191 4.46829 -0.90273 0.386
H -2.94349 -2.64271 4.46227 0.439
H -0.00198 2.98382 -0.53671 -0.012
```

Summary:
HOMO-LUMO gap, eV: 8.83
SMILES: CCN(CC)CCOCCOC(=O)C(CC)(CC)c1ccccc1
Energy relative to the best compared isomer or geometry (same formula, charge and spin), eV: 0.1854
Highest occupied orbital energy, Ha: -0.2949

Asked for max |F| across the records above, the calculation gives 0.43 3.19 1.37 0.59 eV/Å in order.